[1]
Molecular formula: C28H46GaN10O2
Method: DFT, ωB97M-V with the def2-TZVPD basis set

The energy above the lowest of the compared OMol25 structures with the same formula, charge and spin is 0.0000 eV. Its charge is -1. For the LUMO energy, the calculation gives 1.8 eV. For the HOMO-LUMO gap, the calculation gives 6.73 eV. For the HOMO energy, the calculation gives -4.903 eV.

Each line ends with the Löwdin charge.
Cartesian coordinates (Å):
C  5.90  -0.53  0.52  0.09
C  5.38  -1.23  1.35  -0.16
C  4.73  -2.05  2.34  -0.25
C  3.22  -2.16  2.14  -0.33
C  2.52  -2.90  3.28  -0.24
Ga  0.87  -3.90  2.66  0.42
C  -0.75  -2.69  2.85  -0.18
C  -1.57  -2.23  1.64  -0.24
N  -1.15  -0.88  1.20  -0.10
C  -2.17  0.17  1.27  -0.21
C  -3.36  0.03  0.32  -0.08
C  -0.51  -0.87  -0.08  -0.46
C  0.94  -0.53  -0.02  0.03
O  -1.09  -1.15  -1.11  0.05
N  0.60  -5.39  4.02  0.06
C  -0.24  -6.17  3.67  -0.55
O  -1.06  -6.95  3.32  0.03
N  1.23  -4.76  0.98  -0.09
C  0.55  -4.41  -0.25  -0.40
C  -0.73  -5.21  -0.44  -0.11
H  6.34  0.12  -0.20  0.00
H  4.92  -1.62  3.32  0.09
H  5.17  -3.05  2.33  0.12
H  3.02  -2.63  1.17  0.08
H  2.84  -1.14  2.11  0.07
H  2.19  -2.19  4.04  0.03
H  3.20  -3.60  3.75  0.04
H  -0.40  -1.79  3.34  0.04
H  -1.43  -3.16  3.57  0.04
H  -1.51  -2.92  0.80  0.08
H  -2.63  -2.18  1.89  0.11
H  -2.51  0.25  2.30  0.12
H  -1.65  1.10  1.04  0.08
H  -3.13  0.39  -0.67  0.02
H  -4.22  0.56  0.72  0.07
H  -3.67  -1.02  0.24  0.07
H  1.08  0.37  0.57  0.07
H  1.36  -0.43  -1.02  0.08
H  1.44  -1.34  0.50  0.07
H  2.22  -4.82  0.82  0.02
H  0.30  -3.35  -0.33  0.06
H  1.21  -4.62  -1.10  0.10
H  -1.28  -5.25  0.49  0.06
H  -0.50  -6.23  -0.74  0.07
H  -1.38  -4.75  -1.18  0.06
C  0.34  3.33  -1.17  -0.08
C  0.28  3.03  0.25  -0.23
N  0.19  2.79  1.37  0.15
H  -0.45  4.02  -1.45  0.05
H  1.30  3.76  -1.45  0.06
H  0.20  2.41  -1.73  0.06
C  -2.53  0.30  -3.39  -0.06
C  -2.58  1.61  -2.75  -0.24
N  -2.57  2.60  -2.17  0.17
H  -2.10  0.38  -4.38  0.08
H  -1.92  -0.37  -2.78  0.03
H  -3.53  -0.11  -3.46  0.10
C  1.34  2.41  -5.91  -0.09
C  1.93  2.64  -4.60  -0.27
N  2.42  2.83  -3.58  0.14
H  0.29  2.71  -5.90  0.08
H  1.86  2.99  -6.67  0.08
H  1.41  1.35  -6.16  0.00
C  2.16  2.34  3.30  -0.09
C  2.92  1.21  3.82  -0.25
N  3.53  0.30  4.18  0.17
H  1.35  1.99  2.66  0.01
H  1.73  2.90  4.13  0.08
H  2.81  3.00  2.73  0.08
C  -3.87  5.70  -1.70  -0.09
C  -5.10  6.43  -1.95  -0.29
N  -6.07  7.01  -2.15  0.11
H  -3.99  4.65  -1.94  0.04
H  -3.06  6.10  -2.30  0.08
H  -3.57  5.77  -0.66  0.04
C  -2.05  4.90  2.77  -0.07
C  -1.64  5.50  1.52  -0.28
N  -1.32  5.97  0.52  0.15
H  -2.16  3.82  2.65  0.07
H  -1.30  5.08  3.54  0.08
H  -3.00  5.32  3.10  0.08
C  0.25  -1.84  -3.90  -0.04
C  0.75  -1.10  -5.05  -0.22
N  1.12  -0.53  -5.97  0.13
H  -0.09  -2.83  -4.20  0.10
H  1.02  -1.95  -3.14  0.09
H  -0.58  -1.31  -3.44  0.03

[2]
Molecular formula: C28H46GdN2OP2S
Method: DFT, ωB97M-V with the def2-TZVPD basis set

Its spin multiplicity is 8. The energy above the lowest of the compared OMol25 structures with the same formula, charge and spin is 0.0000 eV. Its charge is +1. For the LUMO energy (spin up / spin down), the calculation gives -2.9 / -4.8 eV. For the HOMO-LUMO gap (spin up / spin down), the calculation gives 7.35 / 5.16 eV. For the HOMO energy (spin up / spin down), the calculation gives -10.226 / -9.940 eV.

Each line ends with the Mulliken spin population.
Cartesian coordinates (Å):
Gd  0.12  -0.06  0.88  6.63
C  0.12  1.82  2.92  0.01
C  -1.23  1.57  2.56  0.04
C  -1.55  0.25  3.06  0.10
C  -0.38  -0.29  3.68  -0.01
C  0.63  0.71  3.62  0.06
C  1.99  0.57  4.25  0.01
C  -0.33  -1.55  4.51  0.01
C  -2.97  -0.30  3.13  -0.01
C  -2.19  2.63  2.07  -0.02
C  0.86  3.12  2.78  0.00
H  2.73  1.13  3.67  0.00
H  2.27  -0.48  4.27  0.00
H  1.97  0.98  5.29  0.00
H  -1.01  -2.31  4.07  0.00
H  -0.59  -1.36  5.59  0.00
H  0.68  -2.00  4.48  0.00
H  -3.48  -0.11  2.17  0.00
H  -3.53  0.20  3.94  0.00
H  -2.99  -1.40  3.30  0.00
H  -2.44  2.51  1.01  0.01
H  -1.71  3.63  2.17  0.00
H  -3.12  2.59  2.65  0.00
H  1.76  3.00  2.13  0.00
H  1.18  3.50  3.78  0.00
H  0.23  3.90  2.31  0.00
C  0.58  1.27  -4.83  0.00
C  0.51  -0.19  -4.41  0.00
N  -0.58  -0.44  -3.42  0.00
C  -1.89  -0.87  -4.02  0.00
C  -2.69  0.26  -4.68  0.00
C  -0.52  0.03  -2.18  0.01
S  -1.87  -0.08  -1.05  0.07
N  0.67  0.58  -1.82  0.00
C  0.83  1.65  -0.98  0.01
O  1.45  1.53  0.17  0.03
C  0.36  3.01  -1.35  -0.01
C  1.08  4.15  -0.89  0.00
C  0.59  5.46  -1.07  0.00
C  -0.63  5.67  -1.72  0.00
C  -1.32  4.57  -2.21  0.00
C  -0.83  3.28  -2.06  0.00
H  1.61  1.48  -5.19  0.00
H  0.37  1.91  -3.96  0.00
H  -0.14  1.53  -5.65  0.00
H  1.44  -0.47  -3.89  0.00
H  0.37  -0.93  -5.19  0.00
H  -2.48  -1.33  -3.21  0.00
H  -1.60  -1.65  -4.73  0.00
H  -2.78  1.12  -4.01  0.00
H  -3.72  -0.07  -4.86  0.00
H  -2.24  0.57  -5.63  0.00
H  2.00  4.01  -0.34  0.00
H  1.14  6.30  -0.68  0.00
H  -0.99  6.67  -1.83  0.00
H  -2.28  4.74  -2.70  0.00
H  -1.37  2.45  -2.49  0.00
C  3.13  -2.33  -0.94  0.00
P  2.48  -2.12  0.77  0.03
C  4.02  -1.91  1.79  0.00
C  2.03  -3.88  1.18  0.00
C  0.76  -4.41  0.52  0.00
P  -0.50  -3.10  0.16  0.02
C  -1.97  -3.77  0.99  0.00
C  -0.93  -3.45  -1.59  0.00
H  3.75  -3.25  -1.05  0.00
H  3.72  -1.44  -1.22  0.00
H  2.27  -2.35  -1.63  0.00
H  4.75  -2.66  1.38  0.00
H  3.83  -2.10  2.86  0.00
H  4.46  -0.91  1.65  0.00
H  1.95  -3.87  2.29  0.00
H  2.85  -4.57  0.90  0.00
H  0.27  -5.14  1.20  0.00
H  0.97  -4.91  -0.44  0.00
H  -2.20  -4.82  0.68  0.00
H  -2.87  -3.14  0.81  0.00
H  -1.79  -3.74  2.07  0.00
H  -1.13  -4.55  -1.73  0.00
H  -0.13  -3.14  -2.28  0.00
H  -1.84  -2.89  -1.81  0.00

[3]
Molecular formula: C28H47Cl3N2O3PRhSi
Method: DFT, ωB97M-V with the def2-TZVPD basis set

Its spin multiplicity is 5. The energy above the lowest of the compared OMol25 structures with the same formula, charge and spin is 0.0000 eV. Its charge is 0. For the LUMO energy (spin up / spin down), the calculation gives 0.4 / -1.7 eV. For the HOMO-LUMO gap (spin up / spin down), the calculation gives 6.67 / 6.42 eV. For the HOMO energy (spin up / spin down), the calculation gives -6.231 / -8.132 eV.

Each line ends with the Mulliken spin population.
Cartesian coordinates (Å):
C  -1.76  -1.93  -3.02  0.00
C  -1.35  -3.01  -2.06  0.02
H  -1.37  -2.10  -4.03  0.00
H  -1.38  -0.96  -2.67  0.00
H  -2.86  -1.86  -3.09  0.00
C  -0.90  -4.22  -2.41  0.01
C  -0.74  -4.71  -3.81  0.00
H  -0.66  -4.96  -1.64  0.00
H  -0.97  -3.94  -4.56  0.00
H  -1.39  -5.57  -3.99  0.00
H  0.29  -5.05  -4.00  0.00
Rh  -0.34  0.08  0.64  2.59
Cl  -2.63  0.12  0.97  0.28
Cl  -0.40  1.18  -1.52  0.19
H  0.41  4.45  3.56  0.00
H  -1.82  5.63  2.37  0.00
C  0.70  4.39  2.50  0.00
C  -1.37  5.28  1.43  0.00
N  -0.49  4.14  1.67  0.01
H  1.43  3.59  2.36  0.00
C  -0.81  2.93  1.24  0.00
O  -0.09  1.92  1.50  0.13
H  -2.16  4.96  0.74  0.00
H  -1.75  2.84  0.68  0.00
H  1.12  5.36  2.21  0.00
H  -0.80  6.11  1.00  0.00
H  1.26  -1.44  -2.85  0.00
H  2.04  -3.62  -1.64  0.00
C  2.09  -0.90  -2.37  -0.01
C  2.92  -3.00  -1.39  0.00
N  2.52  -1.62  -1.17  0.02
H  1.76  0.11  -2.12  0.00
C  2.47  -1.12  0.07  0.02
O  1.94  -0.03  0.40  0.02
H  3.39  -3.36  -0.48  0.00
H  2.93  -1.79  0.82  0.00
H  2.92  -0.88  -3.08  0.00
H  3.62  -3.04  -2.23  0.00
O  -0.33  -1.73  -0.43  0.51
C  -1.40  -2.57  -0.59  0.00
C  -0.23  -4.46  0.70  -0.01
C  -1.39  -3.73  0.42  0.02
H  0.71  -4.16  0.23  0.00
C  -0.28  -5.56  1.57  0.00
H  -2.34  -2.00  -0.46  0.00
C  -2.59  -4.11  1.03  0.00
H  0.64  -6.12  1.79  0.00
C  -1.48  -5.94  2.17  0.00
C  -2.64  -5.22  1.88  0.00
H  -3.49  -3.54  0.78  0.00
H  -1.52  -6.79  2.86  0.00
H  -3.59  -5.51  2.32  0.00
Si  -0.68  4.62  -4.80  0.00
Cl  -0.89  2.76  -5.74  0.00
C  1.16  4.80  -4.50  0.00
C  -1.77  4.31  -3.30  0.00
C  -1.26  6.13  -5.76  0.00
H  1.57  3.86  -4.11  0.00
H  1.38  5.60  -3.78  0.00
H  1.68  5.03  -5.44  0.00
H  -0.64  6.32  -6.65  0.00
H  -1.21  7.03  -5.13  0.00
H  -2.31  6.03  -6.09  0.00
H  -1.46  3.38  -2.81  0.00
H  -2.81  4.18  -3.64  0.00
H  -1.73  5.14  -2.58  0.00
C  -0.08  -2.30  3.15  -0.01
P  -0.22  -0.52  2.80  0.13
C  -1.58  -0.02  3.95  0.01
C  1.27  0.18  3.65  0.00
C  2.50  -0.48  3.55  0.03
C  3.66  0.08  4.12  -0.01
C  3.59  1.28  4.82  0.02
C  2.35  1.92  4.98  -0.01
C  1.20  1.37  4.40  0.03
H  -1.03  -2.80  2.96  0.00
H  0.20  -2.43  4.21  0.00
H  0.68  -2.77  2.51  0.00
H  -2.45  -0.65  3.78  0.00
H  -1.87  1.03  3.76  0.00
H  -1.26  -0.13  4.99  0.00
H  2.55  -1.44  3.05  0.01
H  4.61  -0.45  4.01  0.00
H  4.49  1.72  5.25  0.00
H  2.27  2.84  5.57  0.00
H  0.23  1.86  4.57  0.01

[4]
Molecular formula: C28H47ClF9IN3O14P4S
Method: DFT, ωB97M-V with the def2-TZVPD basis set

Its charge is +1. For the LUMO energy, the calculation gives -4.0 eV. For the HOMO-LUMO gap, the calculation gives 7.35 eV. For the HOMO energy, the calculation gives -11.363 eV.

Each line ends with the Löwdin charge.
Cartesian coordinates (Å):
C  -3.46  4.05  -1.99  0.08
C  -3.16  3.05  -1.16  -0.20
C  -2.05  2.09  -1.48  -0.26
N  -1.08  1.74  -0.37  -0.12
P  -0.67  3.48  0.19  0.89
O  -0.41  4.35  -0.96  -0.33
C  -1.73  0.85  0.71  -0.30
C  -2.45  1.65  1.83  -0.26
O  -1.57  2.24  2.76  -0.22
N  -2.16  2.17  4.15  0.07
O  -2.75  3.12  4.39  0.18
P  -3.30  -0.08  0.11  0.85
O  -4.51  0.76  0.26  -0.38
C  -0.73  -0.09  1.46  -0.30
C  -1.27  -1.44  1.96  -0.12
C  -0.31  -2.02  2.96  -0.76
O  0.15  -3.09  2.87  0.12
Cl  0.08  -1.00  4.36  0.75
O  0.46  -0.50  0.78  -0.21
C  1.21  0.56  0.17  -0.52
P  2.79  -0.35  -0.50  0.46
S  3.06  -2.11  0.23  0.30
P  2.08  1.61  1.53  0.86
O  1.13  2.12  2.75  -0.30
O  2.94  0.41  2.18  -0.31
C  0.28  1.08  -0.96  -0.39
N  1.02  1.93  -1.83  -0.04
C  2.17  2.77  -1.47  -0.27
C  2.37  3.81  -2.57  -0.22
C  2.56  3.20  -3.97  -0.09
C  -0.29  -0.12  -1.85  -0.56
I  -0.51  0.36  -3.96  1.09
C  0.40  -1.50  -1.89  -0.38
C  -0.57  -2.57  -2.48  -0.11
H  -4.03  4.89  -1.63  0.08
H  -3.17  4.00  -3.03  0.09
H  -3.82  2.95  -0.30  0.08
H  -1.51  2.54  -2.30  0.07
H  -2.47  1.21  -1.95  0.06
H  0.47  3.38  1.00  0.01
H  -1.74  3.95  0.96  0.06
H  -3.12  0.97  2.37  0.12
H  -3.11  2.41  1.44  0.09
H  -3.49  -1.24  0.86  0.05
H  -3.18  -0.51  -1.22  0.04
H  -0.41  0.35  2.39  0.06
H  -2.18  -1.22  2.52  0.12
H  -1.44  -2.16  1.17  0.13
H  3.88  0.46  -0.21  -0.03
H  2.74  -0.25  -1.89  0.01
H  0.92  1.49  3.46  0.03
H  3.30  0.71  3.03  0.08
H  0.47  2.50  -2.45  0.05
H  3.12  2.25  -1.39  0.09
H  2.06  3.35  -0.56  0.06
H  1.56  4.54  -2.57  0.10
H  3.28  4.35  -2.30  0.12
H  1.64  3.30  -4.54  0.06
H  2.82  2.14  -3.93  0.07
H  3.30  3.77  -4.53  0.07
H  -1.30  -0.37  -1.55  0.00
H  1.22  -1.48  -2.58  0.06
H  0.70  -1.90  -0.93  0.03
H  -1.57  -2.19  -2.66  0.05
H  -0.16  -3.02  -3.37  0.08
H  -0.68  -3.38  -1.76  0.08
C  -8.10  1.36  0.45  -0.06
C  -7.95  0.65  -0.88  -0.20
O  -9.15  -0.08  -1.21  0.03
C  -10.12  0.63  -1.76  -0.40
O  -10.10  1.80  -2.01  0.17
C  -11.31  -0.29  -2.10  -0.56
F  -11.58  -1.12  -1.08  0.17
F  -11.02  -1.02  -3.18  0.17
F  -12.40  0.43  -2.35  0.18
H  -8.39  0.66  1.23  0.09
H  -7.17  1.84  0.73  0.07
H  -8.88  2.12  0.39  0.08
H  -7.16  -0.10  -0.82  0.11
H  -7.69  1.34  -1.68  0.13
C  2.11  -6.12  1.37  -0.05
C  3.08  -6.15  0.21  -0.20
O  3.18  -7.48  -0.35  0.04
C  2.22  -7.82  -1.20  -0.40
O  1.29  -7.15  -1.54  0.16
C  2.49  -9.24  -1.74  -0.55
F  2.84  -10.07  -0.76  0.17
F  3.48  -9.20  -2.64  0.17
F  1.40  -9.72  -2.33  0.18
H  2.40  -6.86  2.12  0.09
H  2.11  -5.13  1.83  0.06
H  1.10  -6.36  1.05  0.08
H  4.08  -5.89  0.53  0.13
H  2.79  -5.45  -0.57  0.11
C  8.67  3.53  3.60  -0.06
C  9.28  2.18  3.29  -0.18
O  8.26  1.16  3.15  0.04
C  7.65  1.10  1.98  -0.41
O  7.85  1.79  1.02  0.17
C  6.64  -0.06  1.99  -0.54
F  5.91  -0.07  3.11  0.16
F  7.27  -1.23  1.89  0.19
F  5.80  0.05  0.95  0.12
H  8.03  3.46  4.49  0.08
H  9.45  4.26  3.78  0.09
H  8.05  3.88  2.78  0.08
H  9.90  1.84  4.11  0.13
H  9.89  2.21  2.39  0.13

[5]
Molecular formula: C28H47F2IN4O14PS5
Method: DFT, ωB97M-V with the def2-TZVPD basis set

Its charge is +1. For the LUMO energy, the calculation gives -4.7 eV. For the HOMO-LUMO gap, the calculation gives 6.96 eV. For the HOMO energy, the calculation gives -11.690 eV.

Each line ends with the Löwdin charge.
Cartesian coordinates (Å):
C  1.38  -4.16  -3.69  0.10
C  0.75  -3.24  -2.98  -0.09
C  -0.10  -2.06  -2.24  -0.11
C  -1.66  -2.47  -2.32  -0.11
N  -2.12  -3.43  -1.31  -0.47
I  -1.11  -4.38  0.20  1.21
C  -3.59  -3.57  -1.60  -0.01
C  -3.91  -2.64  -2.85  -0.10
P  -5.66  -2.42  -3.62  0.67
N  -5.62  -2.04  -5.17  -0.19
O  -6.40  -1.16  -2.68  -0.19
O  -6.51  -3.89  -3.32  -0.22
N  -2.65  -1.96  -3.27  -0.02
N  -2.56  -1.06  -4.31  0.10
C  -1.41  -1.33  -5.21  -0.24
O  -1.28  -2.32  -5.98  0.15
F  -0.31  -0.37  -5.15  0.05
C  -2.65  0.35  -3.87  -0.24
O  -3.11  1.21  -4.70  0.15
F  -2.31  0.85  -2.57  0.07
H  1.63  -5.12  -4.31  0.08
H  0.15  -1.04  -2.71  0.10
H  0.22  -2.06  -1.13  0.08
H  -4.38  -4.20  -1.06  0.14
H  -6.15  -2.81  -5.65  0.01
H  -7.07  -1.55  -2.06  0.09
H  -6.04  -4.66  -3.77  0.10
C  0.46  0.08  4.32  -0.20
C  -1.05  0.33  4.38  -0.21
C  -1.66  -0.31  3.14  -0.21
S  -0.59  -1.67  2.69  0.63
O  0.02  -1.37  1.40  -0.39
O  -1.26  -2.92  2.95  -0.44
C  0.63  -1.39  3.96  -0.21
H  0.95  0.32  5.27  0.12
H  0.91  0.71  3.55  0.11
H  -1.46  -0.14  5.28  0.08
H  -1.28  1.40  4.43  0.13
H  -2.67  -0.70  3.34  0.11
H  -1.70  0.39  2.30  0.10
H  1.62  -1.63  3.59  0.11
H  0.37  -2.03  4.81  0.11
C  0.67  2.00  -2.44  -0.23
C  1.49  3.29  -2.32  -0.20
C  1.58  3.64  -0.84  -0.21
S  1.46  2.10  0.05  0.67
O  0.24  2.10  0.82  -0.32
O  2.74  1.79  0.65  -0.32
C  1.23  1.06  -1.38  -0.24
H  0.74  1.57  -3.44  0.11
H  -0.38  2.22  -2.23  0.11
H  2.50  3.12  -2.72  0.12
H  1.04  4.11  -2.90  0.12
H  2.53  4.13  -0.60  0.11
H  0.75  4.28  -0.53  0.11
H  0.56  0.24  -1.14  0.07
H  2.21  0.68  -1.68  0.12
C  4.84  2.81  3.17  -0.23
C  5.65  4.09  3.29  -0.22
C  5.74  4.45  4.77  -0.23
S  5.62  2.90  5.66  0.67
O  4.39  2.90  6.42  -0.33
O  6.90  2.59  6.26  -0.32
C  5.39  1.86  4.23  -0.23
H  4.91  2.37  2.17  0.10
H  3.78  3.02  3.37  0.12
H  6.66  3.92  2.89  0.12
H  5.21  4.91  2.71  0.11
H  6.68  4.93  5.02  0.11
H  4.90  5.08  5.08  0.11
H  4.72  1.04  4.46  0.11
H  6.37  1.48  3.93  0.11
C  -0.26  -0.17  10.73  -0.22
C  -0.12  1.20  10.07  -0.21
C  0.16  0.97  8.59  -0.22
S  -0.60  -0.59  8.17  0.67
O  0.44  -1.53  7.82  -0.32
O  -1.75  -0.36  7.32  -0.34
C  -1.17  -0.98  9.81  -0.23
H  -0.67  -0.10  11.74  0.12
H  0.72  -0.65  10.79  0.12
H  -1.06  1.76  10.19  0.12
H  0.67  1.79  10.54  0.12
H  -0.28  1.76  7.97  0.11
H  1.23  0.89  8.39  0.11
H  -1.12  -2.05  9.98  0.11
H  -2.21  -0.64  9.89  0.11
C  -0.94  -1.30  -8.92  -0.23
C  -0.79  0.08  -9.57  -0.22
C  -0.49  -0.15  -11.06  -0.22
S  -1.25  -1.71  -11.49  0.67
O  -0.20  -2.65  -11.83  -0.32
O  -2.38  -1.47  -12.35  -0.32
C  -1.84  -2.10  -9.85  -0.23
H  -1.36  -1.23  -7.92  0.07
H  0.04  -1.78  -8.85  0.13
H  -1.73  0.63  -9.47  0.12
H  0.00  0.67  -9.10  0.11
H  -0.92  0.64  -11.68  0.11
H  0.58  -0.23  -11.24  0.11
H  -1.79  -3.17  -9.68  0.11
H  -2.88  -1.76  -9.78  0.11

| no. | F_max (hartree/bohr) |
| --- | --- |
| 1 | 0.0151 |
| 2 | 0.0611 |
| 3 | 0.0895 |
| 4 | 0.0554 |
| 5 | 0.1544 |